Entry 1:
DFT (wB97M-V/def2-TZVPD) results for a structure of composition C4H7O4Tb in a non-equilibrium geometry.

Output
**⟨S²⟩**: 15.775
**Net charge**: +1
**E_LUMO (spin up / spin down)**: -3.481 / -4.800 eV
**ΔE to the lowest compared entry with this formula, charge and spin**: 0.0 kJ/mol
**Frontier orbital gap (spin up / spin down)**: 0.3467 / 0.2590 hartree
**Spin multiplicity**: 8
**DFT total energy**: -34879.2371 eV

Geometry (Å):
O -0.129 -1.431 0.712
C 1.054 -1.670 1.402
C 2.254 -1.435 0.494
O 1.992 -2.118 -0.734
C 3.061 -2.076 -1.663
Tb -0.351 -2.129 -1.246
H 1.106 -2.706 1.796
H 1.167 -1.005 2.280
H 3.185 -1.822 0.938
H 2.377 -0.360 0.273
H 3.946 -2.573 -1.241
H 2.738 -2.606 -2.566
H 3.310 -1.034 -1.916
O -1.620 1.276 -0.416
C -1.345 1.487 0.703
O -1.207 1.969 1.753


Entry 2:
DFT (wB97M-V/def2-TZVPD) results for an isolated molecule of C4H7OP in a non-equilibrium geometry.

Output
**E_LUMO**: 0.958 eV
**ΔE to the lowest compared entry with this formula, charge and spin**: 0.0 kJ/mol
**SMILES**: O=[PH]1CC=CC1
**Frontier orbital gap**: 0.3991 hartree
**DFT total energy**: -15597.4370 eV

Geometry (Å):
O -2.689 0.016 0.057
P -1.248 0.012 -0.346
C -0.187 -1.277 0.232
C 1.180 -0.634 -0.054
C 1.193 0.708 -0.061
C -0.123 1.322 0.246
H -0.887 -0.170 -1.750
H -0.406 -2.190 -0.361
H -0.379 -1.470 1.286
H 2.024 -1.253 -0.231
H 1.950 1.399 -0.217
H -0.231 1.191 1.304
H -0.199 2.347 -0.104